1.
Entry from OMol25: a cluster of 2 separate species, C6H5I2N3 in total at a distorted geometry (ωB97M-V/def2-TZVPD).

XYZ file:
```
16
Properties=species:S:1:pos:R:3:mulliken_charge:R:1
N 1.2446 0.7407 0.3252 0.71
N 3.8659 -0.2187 0.7002 -0.60
I 4.0178 -2.0186 -0.0800 0.05
C -0.9341 1.2961 0.2617 -0.36
C -2.2380 1.1000 -0.0222 -0.51
H -2.8418 1.9482 -0.0989 0.41
I 5.4262 0.6023 -0.1101 0.06
H -3.7487 -0.1725 -0.4998 0.32
N 2.3241 1.0282 0.5968 -0.63
C -2.6636 -0.1611 -0.3152 -0.40
H -2.0121 -2.2194 -0.5644 0.39
H -0.5293 2.2856 0.3484 0.38
C 0.0387 0.2411 0.1241 0.45
C -0.3795 -1.1275 -0.1834 -0.30
C -1.7223 -1.2292 -0.4072 -0.28
H 0.1523 -2.0952 -0.0753 0.32
```

Frontier orbital gap (alpha / beta): 5.5 / 5.5 eV
HOMO level (alpha / beta): -7.04 / -7.05 eV
Net charge: 0

***

2.
Entry from OMol25: a structure of composition C29H36BrN3O4SSi2TaTe at a distorted geometry (ωB97M-V/def2-TZVPD).

XYZ file:
```
78
Properties=species:S:1:pos:R:3:mulliken_charge:R:1
H -3.6292 -5.7754 -0.2500 0.46
C -3.1265 -4.9539 -0.7448 -1.03
H -2.1123 6.4109 2.9414 0.40
C -2.5581 -3.9236 0.0545 1.10
Ta -0.0675 0.3483 -0.3454 1.59
C -0.4264 6.0824 -3.4635 -1.04
H -5.2065 5.7260 2.6021 0.36
H -2.7494 4.0159 4.4154 0.37
H -2.1344 -2.9563 3.2809 0.58
C -3.0288 -4.9094 -2.0964 -0.75
H -0.7039 6.1659 -4.5182 0.34
S 2.1241 1.3774 0.5181 -0.38
O -1.1446 0.1506 -2.0099 -0.64
C -2.3318 -3.8410 -2.7127 -0.60
Te -0.7835 2.9951 0.4460 0.02
H 0.7236 4.5470 -1.0198 0.59
C -1.9672 5.8623 2.0056 -1.11
Si -1.0051 4.4689 -2.7953 0.07
H -2.2066 -0.3094 -4.2816 0.65
H -1.9956 2.7875 3.4122 0.23
H -2.2395 -3.8262 -3.7915 0.53
H 0.0448 3.2877 -4.6993 0.54
H -0.7284 5.3703 -0.5013 0.25
H -3.4696 -5.6868 -2.7052 0.44
C 1.1900 -0.5527 -4.7784 -0.85
C -1.2593 -0.6760 -6.1555 -0.85
H 3.5232 0.1175 2.6827 0.31
H -0.8740 6.9321 -2.9424 0.34
C -1.4836 -1.9260 1.5216 1.14
H 0.8275 -3.0297 0.3154 0.61
C -0.3668 4.4687 -1.0078 -0.63
H -3.1786 4.4694 -3.8796 0.42
C 2.2615 -2.8033 1.9158 -0.89
H -5.6184 4.2478 1.7332 0.36
C -2.8403 4.2776 -2.8569 -1.10
C -0.8947 -0.8108 2.3048 -0.24
H -3.7382 2.7405 3.7116 0.31
C -2.8919 3.4056 3.5206 -0.91
H -4.9706 5.6458 0.8572 0.33
H -3.2780 3.4791 -0.4000 0.31
O 1.0546 0.0279 -1.9947 -0.72
C 1.1927 -0.7783 -6.1293 -0.70
H -3.3607 4.9978 -2.2196 0.36
O -0.5844 -0.7755 3.4433 -0.48
H -1.2436 -2.0542 -2.4756 0.12
H 2.1212 -0.4979 -4.2310 0.50
H -0.8653 2.1672 -3.6990 -0.14
H -2.1802 -0.7243 -6.7191 0.50
C -2.6460 -3.9762 1.4501 -0.68
Si -3.1850 4.4650 2.0290 0.22
H -3.1479 -4.8119 1.9240 0.52
C 2.1755 -0.1760 1.1820 0.27
H -2.1457 6.5679 1.1897 0.35
H -3.1677 3.2675 -2.5967 0.33
H -0.9141 5.5716 1.9854 0.42
H 3.6482 -2.1007 3.4312 0.47
H 2.1197 -0.9083 -6.6692 0.50
H -3.3083 2.2468 0.9106 0.44
Br -0.0215 -1.1346 -8.6309 -0.01
C 1.4504 -2.3477 0.8819 0.10
C -0.0292 -0.8379 -6.8159 0.08
N 1.4022 -1.0588 0.5327 -0.21
O -0.6815 0.2434 1.4368 -0.19
H 2.2984 -3.8476 2.1871 0.49
N -1.3526 -1.8118 0.2007 0.18
C -1.8859 -2.8313 -0.5666 -0.43
C -1.7732 -2.8397 -1.9776 0.36
C -1.2690 -0.4479 -4.8060 0.02
H 0.7565 2.7341 -3.1917 0.31
C -0.0361 -0.0795 -2.7463 0.60
C -2.0930 -2.9723 2.2002 -1.28
H 0.6600 6.1782 -3.4003 0.36
N 2.9508 -0.5750 2.2074 0.08
C -0.1871 3.0281 -3.6631 -0.60
C 3.0027 -1.8710 2.5934 -0.18
C -4.9001 5.0692 1.7829 -1.02
C -2.8868 3.1944 0.5724 -0.67
C -0.0417 -0.3808 -4.1006 1.06
```

Frontier orbital gap: 6.5 eV
HOMO level: -16.47 eV
Net charge: +3

***

3.
Entry from OMol25: the molecule C4H7NO at a distorted geometry (ωB97M-V/def2-TZVPD).

XYZ file:
```
13
Properties=species:S:1:pos:R:3:mulliken_charge:R:1
H 1.8818 0.5753 0.0271 0.36
C -0.9863 1.5926 0.7568 -0.60
O -0.3818 -2.3920 -0.7674 -0.52
C -0.8039 -1.2654 -0.6949 0.07
C -0.4108 0.3989 0.7947 -0.25
H -1.4040 1.9526 -0.1909 0.26
H -0.9907 2.2486 1.6156 0.27
H -0.0941 -0.1845 1.6820 0.38
H 1.7591 -1.2220 0.0263 0.32
H 1.8238 -0.3111 -1.5064 0.26
N -0.0111 -0.1504 -0.4637 -0.05
H -1.8731 -0.9684 -0.7734 0.37
C 1.4434 -0.2985 -0.4789 -0.87
```

Frontier orbital gap: 10.6 eV
HOMO level: -9.64 eV
SMILES: C=CN(C)C=O
Net charge: 0

***

4.
Entry from OMol25: a structure of composition C41H48AsN6O2S4SeSiTi at a distorted geometry (ωB97M-V/def2-TZVPD).

XYZ file:
```
105
Properties=species:S:1:pos:R:3:mulliken_charge:R:1
H -2.3050 -1.5930 -0.1002 1.29
H -1.2296 6.0262 -2.2554 0.29
H -5.7290 -2.2226 -3.6007 0.42
H 5.9708 -3.4371 -0.0171 0.45
H -4.3955 -2.7915 0.4320 0.51
C -0.1740 -3.7808 -0.3155 -0.74
H -1.6841 -3.5242 -2.4696 0.34
H -0.5132 -4.1293 -3.6063 0.53
S -3.6963 1.9783 -2.4861 -0.38
H -2.1110 3.7714 3.4815 0.49
As -5.0310 1.5924 1.1453 0.59
O -0.1815 -0.2698 -1.6577 -0.03
C -2.3417 1.3735 -1.8413 -0.22
Si -0.6172 3.9303 -3.3837 0.62
C -4.2198 -2.4399 -0.5778 -1.62
H 1.6122 2.9696 -2.0510 -0.02
C 0.8550 3.2344 -4.3044 -1.08
H 0.4191 5.5451 -1.8411 0.33
C 4.2615 -3.9732 1.1649 -0.76
C -1.4915 2.9076 3.2732 -0.76
C 4.4049 -1.5748 4.0465 0.27
C 3.7094 2.7152 -2.1547 -0.86
N 2.2219 1.4825 -0.7383 0.81
C 4.2313 -2.3118 -0.5801 -1.11
O -0.0448 -1.2962 0.6540 0.11
H 1.8728 -0.7070 4.5011 0.68
C 6.5185 -1.9352 5.1098 -0.50
C 3.1207 0.2330 1.0069 -0.48
C 4.7830 -3.3023 5.6620 -0.56
C 2.4571 2.4224 -1.6929 -0.20
H 2.3848 -4.2958 2.1718 0.44
C 2.9101 -3.7513 1.3904 -0.88
H -6.2424 0.5601 3.0594 0.37
C -0.3023 5.6108 -2.6596 -1.17
Ti 0.4276 0.7269 0.0070 -0.05
H -1.1897 3.3925 1.2206 0.28
H -1.1683 -2.0047 -4.4776 0.62
C 0.3725 -3.5235 -1.7285 0.30
C 4.6287 1.2467 -0.7265 -0.31
H 0.4305 -1.7247 -3.7665 0.64
C 3.9905 -0.3857 1.8862 -0.78
H -6.1222 -3.1007 -1.3183 0.42
S -1.3364 -0.4653 -2.6948 0.41
H 6.1598 -0.3757 3.6773 0.47
S 0.4862 -2.6856 0.9927 0.01
H -6.1242 0.9358 -1.0453 0.25
C -4.9666 -2.1181 -2.8395 -0.81
H 2.3677 -1.3154 -0.9153 0.23
H -6.8192 2.2236 2.8002 0.41
C 3.5148 -0.8494 3.1080 0.88
C -0.9704 2.7113 2.0225 -0.17
C 0.1808 0.8857 2.8205 0.36
C -4.8704 3.4595 0.6961 -0.87
H 0.9371 -2.6059 -1.7168 -0.66
C -0.6051 -1.9940 -3.5391 -1.21
H 0.0885 6.3048 -3.4132 0.40
C 4.9173 -3.2617 0.1686 -0.90
C -5.1872 -2.6078 -1.5577 -0.61
Se -0.8709 2.6629 -1.3554 -0.25
C 2.2276 -2.8195 0.6169 1.52
H -7.3168 1.3571 0.2171 0.43
H 1.7476 3.8502 -4.1474 0.22
C 3.3682 0.9441 -0.2060 0.48
C 5.7389 -1.2187 4.2139 -0.41
C 2.2004 -0.5318 3.4826 -1.01
H 2.8912 -2.9689 4.6924 0.44
C 3.9226 -2.6434 4.7959 -0.47
H -4.3043 3.9424 1.4876 0.28
H -3.5937 -1.1061 -4.1431 0.45
C -0.4790 1.0460 4.0427 -0.42
H 0.6405 3.2282 -5.3776 0.42
C -2.0661 3.8911 -4.5242 -1.16
N -0.1329 1.6862 1.7525 0.79
H 4.7522 -1.7412 -1.3407 0.57
N 1.8061 0.3214 1.3028 1.01
C 1.3796 0.1158 2.5857 -0.08
H 3.8507 3.4806 -2.9067 0.40
H -1.7960 4.4918 -5.4047 0.40
H 0.0248 -4.7856 0.0657 0.63
C -5.9390 1.5814 2.8471 -1.13
H 5.5095 0.7791 -0.2957 0.46
H -1.2479 -3.6160 -0.2713 0.39
H -2.9668 4.3079 -4.0766 0.34
H 4.4323 -4.1428 6.2533 0.39
H -5.8601 3.9089 0.6153 0.43
C -6.3848 0.8324 0.0027 -0.99
C -3.0280 -1.7882 -0.8725 -0.46
H -2.2884 2.8744 -4.8539 0.33
S -3.1858 0.6357 1.3199 -0.43
H 4.7991 -4.6944 1.7687 0.46
H 7.5583 -1.6689 5.2666 0.40
H 5.0313 -0.5231 1.6158 0.54
C -2.7996 -1.3407 -2.1554 0.97
C 2.8850 -2.0761 -0.3502 0.10
N 4.8204 2.1005 -1.7033 -0.68
H 1.0850 2.2118 -4.0032 0.34
H -5.2663 1.9195 3.6296 0.31
H -6.4839 -0.2217 0.2497 0.30
N 6.0620 -2.9634 5.8257 -0.60
H -4.3390 3.5510 -0.2469 0.15
C -0.6780 -3.3619 -2.8487 -0.98
N -1.2989 2.0444 4.2805 -0.55
H 1.0797 -4.3104 -1.9890 0.66
C -3.7709 -1.4846 -3.1423 -0.89
H -0.2816 0.3571 4.8583 0.41
```

Frontier orbital gap (alpha / beta): 5.5 / 5.4 eV
HOMO level (alpha / beta): -8.86 / -8.80 eV
Net charge: +1